Version 1
Entry from OMol25: a 2-piece molecular cluster, C3H11NO2S overall (ωB97M-V/def2-TZVPD).

Element x y z (Å)
O 0.92292 -0.02541 1.50470
C 1.77663 -0.89959 0.69903
N 1.68221 -0.54693 -0.69066
C 0.48311 -0.23625 -1.35622
C 0.05860 1.15347 -1.02374
S -1.67252 1.54674 -1.57751
H 1.05294 0.89148 1.30718
H 1.18405 -1.84839 0.87290
H 2.80854 -0.78030 1.10277
H 2.10186 -1.27112 -1.32563
H -0.33044 -0.81670 -0.93297
H 0.49610 -0.68165 -2.44292
H 0.71637 1.94643 -1.28710
H -0.01796 1.31949 0.08423
H -2.06491 2.47223 -0.71287
O -1.24821 -2.14070 3.03570
H -1.81422 -2.15442 3.82126
H -0.45515 -2.77346 3.35027

As for the SMILES: OCNCCS.O. Its LUMO energy is 0.7381 eV. As for the HOMO-LUMO gap: 9.59 eV.

Version 2
Entry from OMol25: a 2-piece molecular cluster, C3H11NO2S overall (ωB97M-V/def2-TZVPD).

Element x y z (Å)
O -0.66814 1.68566 0.26894
C -0.67099 0.66680 -0.69668
N -0.05612 -0.48536 -0.03872
C 0.83058 -1.27417 -0.89692
C 2.02459 -1.81075 -0.09609
S 3.22671 -0.48766 0.17127
H -1.44551 2.25039 0.23436
H -0.04353 1.02582 -1.53798
H -1.61417 0.36557 -1.13805
H 0.62707 -0.04858 0.58531
H 1.19055 -0.66147 -1.74212
H 0.32886 -2.12175 -1.37392
H 2.55342 -2.61237 -0.60022
H 1.59117 -2.17709 0.83325
H 3.71794 -1.07920 1.28084
O -3.66515 2.51898 1.35631
H -3.85220 2.57494 2.30102
H -4.07507 1.67023 1.08940

As for the SMILES: OCNCCS.O. Its LUMO energy is 0.7049 eV. As for the HOMO-LUMO gap: 9.62 eV.

Energy ordering: version 2 at the bottom, the next structure 0.0494 hartree above.

Version 1
Entry from OMol25: a 2-piece molecular cluster, C9H11F3NOS overall (ωB97M-V/def2-TZVPD).

Element x y z (Å)
C -1.24534 -2.92820 0.95181
C -1.13552 -1.95077 1.86407
C -1.15017 -2.72739 -0.36888
C -0.93095 -0.63554 1.48959
C -0.94554 -1.47548 -0.80098
C -0.89387 -0.40373 0.07643
C -1.82476 2.01104 -0.19561
C -0.18535 1.04330 -1.61865
C 3.44604 0.80215 -0.58373
N -0.94626 0.93564 -0.59047
O 1.44534 1.74493 1.02281
F 3.99523 0.84497 -1.74714
F 2.80697 -0.40197 -0.56400
F 4.34391 0.90737 0.35650
S 2.24452 2.18999 -0.42023
H -1.24954 -4.02659 1.29344
H -1.12053 -2.30691 3.01377
H -0.97649 -3.44434 -1.20412
H -0.93159 0.15916 2.17667
H -0.58529 -1.31090 -1.84474
H -2.92507 1.74644 -0.48945
H -1.92165 2.02945 0.84499
H -1.44199 3.00553 -0.47310
H -0.20726 1.92091 -2.15135
H 1.90540 2.02655 1.90352
H 0.42975 0.24441 -1.94112

As for the total charge: +1. Its LUMO energy is -4.2675 eV. As for the HOMO-LUMO gap: 8.88 eV.

Version 2
Entry from OMol25: an isolated ion of composition C9H11F3NOS and charge +1 (ωB97M-V/def2-TZVPD).

Element x y z (Å)
C 0.82747 3.07054 -0.45339
N 0.27101 1.82098 0.09637
C 0.09678 1.73829 1.56981
S 0.76971 0.40871 -0.60428
O 0.90534 0.67155 -2.02806
C -0.57704 -0.86104 -0.52880
C -0.72073 -1.30919 0.77316
C -1.74260 -2.23986 1.04179
C -2.57240 -2.60613 -0.10111
C -2.27487 -2.15283 -1.43241
C -1.27170 -1.25205 -1.65087
C 2.75393 -0.40483 0.06326
F 2.73690 -0.40376 1.35613
F 2.90109 -1.62649 -0.52924
F 3.79563 0.37978 -0.25444
H -0.10395 3.79320 -0.44597
H 1.58845 3.54261 0.28959
H 1.20310 2.92920 -1.53693
H -0.84881 2.31137 1.83932
H 0.15196 0.63788 1.71808
H 1.04268 2.14170 1.99081
H 0.00196 -1.12299 1.62847
H -1.66359 -2.67272 2.00093
H -3.44729 -3.30138 0.13620
H -2.89608 -2.64373 -2.27852
H -0.92696 -0.84883 -2.65992

As for the SMILES: C[N+](C)=[S@](=O)(c1ccccc1)C(F)(F)F. As for the total charge: +1. Its LUMO energy is -5.3450 eV. As for the HOMO-LUMO gap: 8.44 eV.

Energy ordering: version 1 at the bottom, the next structure 0.0796 hartree above.

Version 1
Entry from OMol25: C22H33BiN4O4SSe2SiTe3 as an isolated structure (ωB97M-V/def2-TZVPD).

Element x y z (Å)
Bi -0.12639 0.59700 0.97475
C -3.75541 -2.51999 1.82746
O -3.22349 -3.08647 0.63887
C -1.92760 -3.53140 0.72039
C -1.69729 -4.86796 0.48744
C -0.40287 -5.38253 0.46756
C 0.64912 -4.52825 0.69919
C 0.44950 -3.15869 0.93572
C 1.65180 -2.37601 1.17500
N 1.74832 -1.10277 1.21777
N 3.02207 -0.63413 1.51177
C 3.08151 0.67472 1.45910
O 2.15461 1.49543 1.16267
C 4.41781 1.25434 1.81736
C 5.60257 0.61504 1.46842
C 6.82582 1.17466 1.80735
C 6.87614 2.37259 2.50844
C 5.69511 3.01501 2.85609
C 4.47273 2.46332 2.50186
C -0.85954 -2.62351 0.94214
O -1.13200 -1.36673 1.19897
H -4.71930 -2.09319 1.55743
H -3.11430 -1.72917 2.21326
H -3.89033 -3.30087 2.58641
H -2.55678 -5.49723 0.28981
H -0.23089 -6.43084 0.26120
H 1.66757 -4.90335 0.69293
H 2.57239 -2.94414 1.33345
H 5.54550 -0.32186 0.93102
H 7.74414 0.67718 1.51861
H 7.83202 2.80739 2.77599
H 5.72726 3.95404 3.39588
H 3.54339 2.96607 2.73665
Se -1.04001 0.89550 -3.14929
Te 2.01904 0.51421 -6.28958
Te 0.32538 2.07761 -4.90774
Se 0.68587 0.83576 -1.51585
C -4.25425 -0.96749 -3.00075
Te -3.58316 -0.04638 -1.19516
C -4.62709 1.76072 -1.61788
H -4.05472 -0.29127 -3.83271
H -5.31186 -1.22223 -2.96583
H -3.64942 -1.86447 -3.12377
H -5.68124 1.55409 -1.79443
H -4.18557 2.24423 -2.48970
H -4.51360 2.40549 -0.75112
C 2.56353 -1.80442 -2.91962
N 1.40167 -2.56462 -2.50135
C 0.25097 -2.60528 -3.20839
N 0.30567 -2.22640 -4.49411
S -1.16786 -3.11863 -2.47816
H 3.33511 -1.91314 -2.15951
H 2.33937 -0.74128 -3.04981
H 2.95386 -2.17920 -3.86811
H 1.25304 -2.71418 -1.51568
H 1.03089 -1.59875 -4.84185
H -0.59583 -2.04878 -4.90697
C -1.97296 3.16912 3.31786
Si -2.07380 3.33787 1.42751
C -3.69108 4.23653 1.06362
C -0.67512 4.48557 0.90823
O -1.97006 1.90619 0.69793
H -2.60099 3.90561 3.82761
H -0.94854 3.30147 3.67765
H -2.30659 2.17441 3.62506
H -3.71093 5.19657 1.58900
H -4.55349 3.65209 1.39543
H -3.80462 4.43436 -0.00460
H -0.72883 5.45330 1.41706
H -0.70501 4.65805 -0.17039
H 0.29906 4.04008 1.13446

As for the total charge: -2. Its LUMO energy is 3.9404 eV. As for the HOMO-LUMO gap: 5.25 eV.

Version 2
Entry from OMol25: C22H33BiN4O4SSe2SiTe3 as an isolated structure (ωB97M-V/def2-TZVPD).

Element x y z (Å)
Bi 0.84346 -0.93948 -0.39890
C 3.15717 3.43722 -0.88742
O 2.22092 3.81586 0.11088
C 2.23202 3.10068 1.28379
C 2.31706 3.82436 2.44820
C 2.15403 3.20205 3.68976
C 1.89709 1.85854 3.73940
C 1.80009 1.07643 2.57381
C 1.44899 -0.31079 2.77474
N 1.04706 -1.16358 1.91231
N 0.90959 -2.46749 2.39030
C 0.52292 -3.31697 1.47993
O 0.17938 -3.06178 0.26615
C 0.59241 -4.75796 1.87497
C 0.06714 -5.21551 3.07734
C 0.15931 -6.56153 3.40519
C 0.79307 -7.45039 2.54787
C 1.32165 -6.99260 1.34669
C 1.20788 -5.65177 1.00593
C 1.99839 1.68529 1.30036
O 2.00219 1.02370 0.18289
H 2.90360 3.99942 -1.78615
H 3.15471 2.37086 -1.09659
H 4.17943 3.72534 -0.60127
H 2.46735 4.89477 2.37875
H 2.19648 3.79260 4.59656
H 1.72574 1.37438 4.69617
H 1.53095 -0.67646 3.80000
H -0.42423 -4.51310 3.73750
H -0.27915 -6.92253 4.32822
H 0.88141 -8.49708 2.81446
H 1.81307 -7.68182 0.67048
H 1.59076 -5.28952 0.06051
Se -2.35549 1.70344 -1.30821
Te -6.84400 -0.02693 0.90771
Te -4.47274 0.66494 -0.24871
Se -1.63098 -0.13106 -0.22309
C -0.86311 4.58726 -2.18211
Te -0.26955 2.53623 -2.17766
C -0.21440 2.66036 -4.29832
H -1.75457 4.78057 -2.77934
H -0.01730 5.07160 -2.67658
H -0.97156 5.01292 -1.18802
H 0.36911 3.56414 -4.48706
H -1.18916 2.76128 -4.77381
H 0.31082 1.79896 -4.69470
C -4.34993 1.61353 3.49006
N -3.06830 2.24545 3.19477
C -2.88042 3.04782 2.12963
N -3.98423 3.60237 1.56704
S -1.32500 3.36039 1.57649
H -4.22680 0.98496 4.37039
H -4.69298 0.99222 2.65820
H -5.11279 2.36491 3.70291
H -2.23964 1.75899 3.49127
H -4.84139 3.06623 1.64272
H -3.83203 3.89391 0.61387
C 2.36565 -1.84456 -3.59704
Si 0.56831 -1.23860 -3.81416
C 0.33493 -0.75464 -5.62523
C -0.53124 -2.72111 -3.44406
O 0.30888 -0.01932 -2.79007
H 2.81395 -2.15200 -4.55082
H 2.40892 -2.70376 -2.92172
H 2.99758 -1.06106 -3.17296
H 0.56577 -1.61854 -6.25977
H 0.98922 0.06789 -5.92584
H -0.69860 -0.45830 -5.82549
H -0.28958 -3.55316 -4.11775
H -1.59129 -2.48476 -3.56505
H -0.39797 -3.08370 -2.42029

As for the total charge: -2. Its LUMO energy is 3.5520 eV. As for the HOMO-LUMO gap: 3.61 eV.

Energy ordering: version 1 at the bottom, the next structure 0.1570 hartree above.

Version 1
Entry from OMol25: one molecule with the formula C2H7NS (ωB97M-V/def2-TZVPD).

Element x y z (Å)
N 1.46885 0.72639 -0.46846
C 0.36848 -0.22161 -0.36258
C -0.49011 0.05688 0.84351
S -1.77465 -1.22792 1.10750
H 1.06912 1.66660 -0.47927
H 1.86311 0.65443 -1.38837
H -0.27559 -0.30899 -1.26050
H 0.73711 -1.25069 -0.29260
H -0.94991 1.04518 0.74595
H 0.10309 0.07412 1.75761
H -2.11951 -1.21439 -0.20278

As for the SMILES: NCCS. Its LUMO energy is 0.9907 eV. As for the HOMO-LUMO gap: 10.15 eV.

Version 2
Entry from OMol25: a 2-piece molecular cluster, C2H7NS overall (ωB97M-V/def2-TZVPD).

Element x y z (Å)
C -0.80962 -0.13291 -0.48125
C 0.77509 -0.05019 -0.75228
S 1.79732 0.25181 0.73111
N -1.08361 0.73302 0.79743
H -1.38886 0.49049 -1.20437
H -1.17864 -1.17679 -0.39179
H 1.39109 -0.88044 -1.16221
H 0.73377 0.91357 -1.23680
H 0.81851 -1.59339 1.37789
H -0.19020 1.31970 0.70765
H -0.86482 0.12512 1.61462

Its LUMO energy is -1.8158 eV. As for the HOMO-LUMO gap: 7.41 eV.

Energy ordering: version 1 at the bottom, the next structure 0.1542 hartree above.

Version 1
Entry from OMol25: a 2-piece molecular cluster, CH2FNO overall (ωB97M-V/def2-TZVPD).

Element x y z (Å)
N 2.87707 -0.64887 0.12392
C 2.06747 -1.47017 0.45852
O 1.54468 -2.36734 1.00872
H 2.76771 0.18774 -0.53819
F -0.18145 -0.57646 0.15646
H -0.06933 -1.54968 0.05980

As for the SMILES: N=C=O.F. Its LUMO energy is 0.5701 eV. As for the HOMO-LUMO gap: 11.88 eV.

Version 2
Entry from OMol25: a 2-piece molecular cluster, CH2FNO overall (ωB97M-V/def2-TZVPD).

Element x y z (Å)
C -0.65469 -0.52457 -0.84708
N 1.69887 1.33597 1.65784
O -0.04172 -0.21082 -1.79308
F -1.20370 0.38034 -0.01605
H -0.87944 -1.52709 -0.46217
H 1.08068 0.54616 1.46055

Its LUMO energy (spin up / spin down) is -1.2175 / -1.2206 eV. As for the HOMO-LUMO gap (spin up / spin down): 10.18 / 10.17 eV.

Version 3
Entry from OMol25: a 2-piece molecular cluster, CH2FNO overall (ωB97M-V/def2-TZVPD).

Element x y z (Å)
C 0.32713 -0.66839 -0.03969
N 0.07247 0.59822 0.16832
O -0.27005 -1.71281 0.11929
F -1.92426 1.08332 0.00984
H 1.37105 -0.84318 -0.34428
H 0.42367 1.54283 0.08653

Its LUMO energy (spin up / spin down) is -3.0745 / -3.1087 eV. As for the HOMO-LUMO gap (spin up / spin down): 8.00 / 7.88 eV.

Version 4
Entry from OMol25: a 2-piece molecular cluster, CH2FNO overall (ωB97M-V/def2-TZVPD).

Element x y z (Å)
C -0.91662 0.25366 -0.45631
N 1.88811 -0.27596 1.29924
O -0.03774 0.31090 0.31828
F -2.12465 0.76932 -0.20021
H -0.94074 -0.18846 -1.46434
H 2.13164 -0.86945 0.50334

Its LUMO energy (spin up / spin down) is -0.3520 / -0.3996 eV. As for the HOMO-LUMO gap (spin up / spin down): 10.01 / 9.97 eV.

Energy ordering: version 1 at the bottom, the next structure 0.1580 hartree above.